Entry 1:
56
Properties=species:S:1:pos:R:3:forces:R:3:mulliken_charge:R:1 method="wB97M-V/def2-TZVPD" total_charge=-2 e_tot_ha=-5970.27178 multiplicity=1 homo_ev=-2.39
Ni -1.72773 -0.04947 -0.72499 0.045 0.240 -0.262 0.341
Cl -2.58635 -1.73010 -3.21620 0.175 0.013 0.074 -0.171
C -1.08898 -0.88270 -3.45406 -0.210 -0.095 -0.266 1.388
C -0.70069 0.06608 -2.50236 -0.367 -0.621 0.642 -1.706
C 0.44964 0.75946 -2.84602 0.245 0.306 -0.010 0.987
Cl 0.99728 2.13871 -1.89475 -0.028 -0.213 -0.057 -0.212
C 1.23876 0.46404 -3.96725 -0.041 0.055 -0.016 0.041
Cl 2.71748 1.32390 -4.29329 -0.094 -0.050 0.028 -0.229
C 0.83593 -0.52981 -4.84567 0.021 -0.032 -0.005 0.343
Cl 1.80316 -0.93478 -6.23090 -0.080 0.042 0.089 -0.249
C -0.36451 -1.18899 -4.60183 -0.023 -0.061 -0.016 -0.074
Cl -0.90302 -2.40965 -5.71766 0.062 0.146 0.125 -0.232
C 5.06762 -0.87622 2.59028 -0.050 -0.007 -0.041 -1.408
C 3.90045 -1.42176 1.80535 0.011 0.039 0.075 1.028
C 3.20357 -2.54052 2.23924 -0.050 -0.037 -0.025 -0.628
C 2.09276 -3.01164 1.54003 0.046 0.071 -0.049 -0.494
C 1.67141 -2.35480 0.39614 0.068 0.172 0.100 -0.305
C 2.37228 -1.23628 -0.05790 -0.018 -0.160 -0.040 -0.523
C 3.47530 -0.78137 0.64011 0.022 0.009 -0.044 -0.487
S 0.15922 -2.80957 -0.45298 0.297 -0.146 -0.155 1.155
O -0.12324 -4.15525 0.00991 0.013 -0.036 0.070 -0.842
O 0.48797 -2.64115 -1.84783 -0.142 0.034 -0.073 -0.633
N -0.89803 -1.76856 0.03103 -0.180 0.318 0.065 0.103
C -1.33756 -2.00503 1.41765 -0.005 -0.085 -0.521 -0.216
C -2.29368 -0.92914 1.87767 -0.136 0.315 0.097 0.106
O -2.65828 -0.96019 3.05617 -0.101 0.108 -0.051 -0.828
O -2.63799 -0.05384 1.00779 -0.035 -0.351 -0.470 -0.557
H 5.33661 -1.54472 3.40924 0.018 -0.002 -0.014 0.344
H 4.82199 0.09796 3.02131 0.015 -0.009 -0.003 0.258
H 5.94544 -0.73743 1.95503 -0.003 -0.015 0.014 0.336
H 3.52451 -3.04915 3.14290 -0.004 -0.005 -0.004 0.275
H 1.54701 -3.88786 1.86571 0.001 0.019 0.027 0.495
H 2.03365 -0.73956 -0.96106 0.012 0.020 0.048 0.449
H 4.01015 0.09365 0.28344 -0.018 -0.009 0.003 0.380
H -0.50784 -2.02391 2.13366 0.100 0.014 -0.006 0.223
H -1.85826 -2.95883 1.51433 0.024 -0.086 -0.005 0.416
N 0.33564 4.12777 3.56009 0.086 0.032 -0.165 -0.613
C -0.02003 3.23850 2.53911 0.005 0.076 0.058 1.193
C 0.62577 2.01757 2.39352 0.059 -0.025 0.065 -1.042
C 0.25807 1.18933 1.34910 -0.015 -0.025 -0.036 -0.267
N -0.67285 1.49858 0.45629 0.150 0.643 0.250 0.653
C -1.29353 2.66996 0.59387 0.114 -0.017 0.054 -0.689
C -1.00095 3.56487 1.60803 -0.044 0.043 -0.013 -0.921
H 0.76389 3.69752 4.36307 -0.081 -0.020 0.032 0.224
H -0.37754 4.79540 3.80292 -0.033 -0.060 0.059 0.218
H 1.39492 1.70656 3.09200 -0.014 -0.013 -0.018 0.335
H 0.73510 0.22444 1.22044 -0.022 -0.020 0.030 0.225
H -2.05888 2.88528 -0.14336 -0.017 -0.037 0.024 0.551
H -1.54348 4.50173 1.68040 0.016 -0.027 -0.011 0.271
F -5.57001 2.79433 -1.32700 -0.052 0.058 -0.006 -0.276
C -5.49431 1.62347 -1.99950 0.133 0.119 -0.009 0.738
F -6.67822 1.01595 -1.83684 -0.115 -0.020 -0.014 -0.283
F -5.40146 1.94221 -3.31257 -0.052 0.037 -0.053 -0.285
C -4.28518 0.75881 -1.54576 0.185 0.195 0.105 0.385
O -3.20567 1.42603 -1.52844 0.202 -0.915 0.349 -0.692
O -4.51730 -0.40985 -1.28763 -0.093 0.075 -0.021 -0.599

Entry 2:
52
Properties=species:S:1:pos:R:3:forces:R:3:mulliken_charge:R:1 method="wB97M-V/def2-TZVPD" s_squared=1.108 total_charge=-2 e_tot_ha=-12123.01019 multiplicity=2 homo_ev="-2.00 / -2.04"
Fe -0.35240 -0.04730 0.49930 -3.097 1.869 -6.376 0.833
C 2.55110 2.21800 -3.03670 -0.185 0.030 -0.070 -1.424
C 2.28820 0.83270 -2.54140 0.090 -0.242 -0.016 0.743
C 2.12880 -0.26640 -3.38130 0.129 0.017 0.309 -0.176
C 1.90900 -1.52110 -2.83880 0.054 -0.092 -0.085 -0.671
C 1.76700 -1.61870 -1.46570 0.048 0.476 0.395 0.018
Br 1.59720 -3.30680 -0.62010 0.050 -0.001 -0.241 -0.112
N 1.79330 -0.56840 -0.65230 0.223 -0.616 -0.575 -0.153
C 2.11990 0.61090 -1.18660 0.133 0.028 0.101 -0.339
H 3.12890 2.21620 -3.95880 0.105 0.014 -0.036 0.420
H 3.06930 2.79900 -2.27700 0.092 0.077 -0.019 0.363
H 1.60060 2.71530 -3.23500 -0.057 0.062 -0.013 0.253
H 2.20070 -0.14440 -4.45350 -0.010 -0.016 -0.087 0.368
H 1.81550 -2.39800 -3.45940 -0.016 -0.028 0.010 0.446
H 2.24500 1.42970 -0.47690 -0.169 -0.122 -0.195 0.260
S -2.17460 1.40990 1.25980 0.383 -0.504 -0.210 -0.500
C -2.06670 1.99350 -0.34330 0.475 -0.183 0.044 1.388
S -0.73490 1.37190 -1.25980 -0.567 0.070 0.193 -0.339
C -2.99260 2.86360 -0.88620 0.333 0.012 0.154 0.018
C -4.01360 3.42630 -0.11490 -0.312 0.195 0.242 0.028
N -4.87110 3.90640 0.48610 -0.367 0.202 0.272 -0.726
C -3.00880 3.15540 -2.25340 0.001 0.077 -0.672 -0.067
N -3.07570 3.36670 -3.38450 0.035 0.197 -0.321 -0.694
Se 0.11960 -1.10570 2.24990 0.998 -3.390 5.268 -0.188
Te 1.22000 -1.79080 4.38350 -0.136 -0.388 -0.068 -0.347
Te 2.64420 1.58410 3.55460 -0.230 0.101 -0.630 -0.243
Se 0.95980 0.93210 1.84100 3.242 3.447 3.385 -0.427
S -1.21780 -1.96320 -3.42380 -0.115 -0.168 -0.512 -0.514
P -2.39050 -2.02670 -1.86130 -0.117 0.565 -0.151 0.808
S -1.52810 -1.79560 -0.07500 -0.783 -1.151 0.286 -0.353
C -3.79970 -0.87560 -2.02350 0.271 -0.193 -0.140 0.554
C -4.33750 -0.68980 -3.29270 -0.058 -0.016 0.034 -0.531
C -5.34400 0.23620 -3.47580 -0.116 0.005 -0.100 -0.636
C -5.80430 0.98150 -2.40190 -0.157 0.061 0.076 -0.490
C -5.30900 0.75680 -1.13000 -0.220 -0.023 -0.005 -0.831
C -4.31170 -0.18340 -0.93700 0.005 -0.259 0.170 -0.571
C -3.22610 -3.63470 -1.66930 0.230 0.167 -0.165 0.341
C -3.89960 -3.94160 -0.49410 -0.087 0.036 0.055 -0.385
C -4.50540 -5.17440 -0.35610 -0.073 -0.085 0.057 -0.689
C -4.44730 -6.09100 -1.39320 -0.035 -0.223 -0.055 -0.388
C -3.78700 -5.77670 -2.57020 -0.100 -0.239 0.003 -0.523
C -3.17190 -4.54750 -2.71100 -0.035 0.054 0.008 -0.415
H -3.95270 -1.27090 -4.12070 0.084 0.098 -0.059 0.353
H -5.76990 0.39290 -4.45620 0.028 0.045 -0.136 0.344
H -6.55120 1.74690 -2.55650 -0.093 0.063 -0.021 0.374
H -5.68120 1.33060 -0.29190 0.022 0.017 0.021 0.555
H -3.92190 -0.35880 0.06020 0.097 0.057 -0.145 0.538
H -3.94240 -3.22570 0.31630 0.091 0.043 -0.035 0.341
H -5.01050 -5.42520 0.56700 -0.054 -0.020 0.032 0.377
H -4.90980 -7.06170 -1.27920 -0.058 -0.091 0.004 0.351
H -3.73870 -6.49910 -3.37410 -0.021 -0.058 -0.051 0.372
H -2.64250 -4.28300 -3.61900 0.048 0.022 0.067 0.289

Entry 3:
47
Properties=species:S:1:pos:R:3:forces:R:3:mulliken_charge:R:1 method="wB97M-V/def2-TZVPD" smiles="O=C(Nc1ccn(Cc2ccccc2F)n1)c1ccc(COc2cc(Cl)ccc2Cl)o1" e_tot_ha=-2258.19547 multiplicity=1 homo_ev=-8.43
O -0.54490 -3.84399 -1.43217 -0.093 0.000 -0.026 -0.700
C -0.86789 -3.01767 -0.60381 0.157 0.201 0.214 0.302
N -0.00370 -2.22901 0.09158 -0.119 0.265 0.368 0.072
C 1.36629 -2.15098 -0.07724 0.895 0.022 -0.149 0.540
N 2.06410 -1.34790 0.71527 -0.613 0.129 0.374 -0.862
N 3.32987 -1.45400 0.30849 0.004 -0.604 -0.365 0.707
C 3.45101 -2.30016 -0.73252 -0.158 -0.037 0.049 -0.199
C 2.19735 -2.78846 -1.01519 -0.041 -0.010 -0.026 -0.997
H 1.89931 -3.48910 -1.76437 0.000 -0.138 -0.162 0.498
H 4.39871 -2.49202 -1.19328 0.209 -0.017 -0.081 0.429
C 4.34566 -0.63071 0.91376 0.067 0.410 0.074 -1.245
C 4.10718 0.81308 0.54686 0.195 -0.068 -0.137 0.410
C 4.51682 1.30554 -0.68583 -0.089 0.172 0.204 0.612
C 4.25883 2.60169 -1.08801 0.084 -0.201 -0.091 -0.664
C 3.56153 3.43804 -0.23361 0.001 -0.041 0.057 -0.290
C 3.13963 2.97343 1.00051 0.007 0.115 0.099 -0.669
C 3.40800 1.67075 1.38378 0.139 0.055 -0.098 -0.221
H 3.06478 1.30362 2.33878 -0.046 -0.064 0.114 0.323
H 2.59199 3.62503 1.66396 -0.058 0.048 0.050 0.410
H 3.34690 4.45172 -0.53542 -0.010 0.088 -0.029 0.412
H 4.59843 2.93545 -2.05574 0.050 0.014 -0.101 0.444
F 5.20134 0.48928 -1.51935 -0.053 0.000 0.056 -0.337
H 4.29343 -0.74918 1.99974 0.064 -0.032 -0.150 0.394
H 5.31894 -0.96796 0.55022 -0.153 -0.033 0.093 0.329
H -0.37062 -1.58097 0.77441 -0.063 -0.059 -0.111 0.180
C -2.27715 -2.74322 -0.26272 -0.830 -0.620 -0.627 0.323
C -3.43538 -3.24852 -0.79403 0.832 0.179 0.212 -0.618
C -4.49366 -2.55997 -0.16367 0.239 0.414 0.503 -0.684
C -3.91583 -1.68394 0.71255 -0.795 -0.156 -0.112 0.769
O -2.57241 -1.79567 0.65862 0.269 -0.014 0.133 -0.207
C -4.50501 -0.62726 1.59196 0.311 -0.249 -0.049 -1.152
O -4.76380 0.57329 0.87723 -0.015 0.304 -0.029 -0.469
C -3.72966 1.26176 0.33153 0.063 0.248 -0.241 0.279
C -2.38990 1.09193 0.65885 -0.050 -0.005 0.115 -0.347
C -1.41333 1.83092 0.00775 -0.230 0.102 -0.099 -0.100
C -1.74554 2.77379 -0.94851 0.100 -0.061 0.083 -0.536
C -3.08130 2.97685 -1.25330 -0.050 -0.159 0.131 -0.431
C -4.06083 2.22796 -0.62988 0.085 -0.176 0.167 0.342
Cl -5.71932 2.46320 -1.02728 -0.213 0.092 -0.114 -0.204
H -3.36673 3.71023 -1.99013 -0.056 0.063 -0.070 0.426
H -0.97671 3.33916 -1.44839 0.100 0.044 -0.043 0.460
Cl 0.24918 1.53861 0.39494 -0.072 -0.026 0.009 0.053
H -2.08892 0.38570 1.41330 0.013 -0.036 0.027 0.428
H -5.48895 -0.94196 1.94615 0.211 0.006 -0.013 0.395
H -3.85247 -0.43831 2.45262 -0.117 -0.036 -0.039 0.354
H -5.54211 -2.69036 -0.33559 -0.250 0.030 0.006 0.509
H -3.50312 -4.00969 -1.54283 0.075 -0.160 -0.177 0.534

Entry 4:
53
Properties=species:S:1:pos:R:3:forces:R:3:mulliken_charge:R:1 method="wB97M-V/def2-TZVPD" s_squared=0.782 total_charge=+1 e_tot_ha=-2954.91490 multiplicity=2 homo_ev="-11.00 / -10.93"
Ir -0.08082 -0.32043 0.48494 1.697 -0.281 0.954 1.755
Cl -4.64905 3.42336 -3.79638 0.193 -0.203 0.166 -0.147
C -3.79813 2.22932 -2.91117 -0.522 0.246 -0.018 0.352
C -4.37900 1.65973 -1.78645 -0.017 -0.113 0.071 -0.707
C -3.68297 0.70392 -1.07445 -0.767 0.046 0.288 0.761
Cl -4.41114 0.04640 0.33245 0.256 0.028 -0.184 -0.138
C -2.35857 0.33158 -1.42516 0.906 -0.886 0.826 -0.755
O -1.70347 -0.46792 -0.63348 -1.643 0.691 -0.912 -0.344
C -1.81869 0.88196 -2.61156 0.060 0.557 -0.772 1.839
C -0.55322 0.43270 -3.22421 -0.006 -0.341 0.000 -0.728
O 0.10979 -0.51865 -2.85784 -0.243 0.405 -0.279 -0.496
C -2.53918 1.81686 -3.33378 0.744 -0.342 -0.013 -0.936
H -5.36199 1.96658 -1.45846 0.028 0.040 0.016 0.456
H -0.24706 1.01241 -4.10908 0.009 0.072 0.002 0.352
H -2.10839 2.23492 -4.23358 -0.028 0.049 -0.043 0.424
C -0.24534 -0.31626 5.27596 0.016 -0.009 -0.019 -0.843
N 0.11819 -1.44142 4.41813 -0.016 -0.029 -0.001 0.164
C 1.08211 -2.39208 4.69911 0.019 -0.040 -0.022 -0.577
C 1.20945 -3.17468 3.61260 -0.024 0.015 0.040 -0.397
N 0.30697 -2.69441 2.67057 -0.063 -0.027 -0.017 0.547
C -0.33765 -1.61632 3.17842 -0.006 0.017 -0.048 -0.036
S -1.49032 -0.64522 2.36514 -0.263 -0.108 -0.186 -0.462
C 0.12884 -3.23636 1.37590 0.097 0.089 0.072 0.350
C 0.00933 -4.60399 1.23180 0.049 -0.028 -0.024 -0.893
C -0.09246 -5.13476 -0.04379 0.006 0.001 -0.010 -0.462
C -0.08484 -4.27661 -1.13065 0.032 -0.040 0.097 -1.054
C 0.00208 -2.91827 -0.90346 -0.031 -0.091 -0.033 0.145
N 0.11653 -2.39829 0.33007 -0.189 0.162 0.011 0.205
H 0.21363 -0.46878 6.24785 0.007 0.003 -0.003 0.347
H -1.32484 -0.26696 5.38614 0.000 0.001 0.001 0.335
H 0.12355 0.60469 4.82831 -0.008 0.001 -0.003 0.347
H 1.59890 -2.41477 5.64132 0.001 0.000 -0.002 0.479
H 1.86033 -4.00526 3.40968 0.008 0.008 0.004 0.523
H -0.01625 -5.22976 2.11235 0.000 -0.007 -0.005 0.575
H -0.18870 -6.20294 -0.18151 0.004 -0.003 0.006 0.446
H -0.16154 -4.64282 -2.14367 -0.008 -0.002 -0.001 0.487
H -0.03800 -2.20384 -1.71681 0.009 -0.068 0.124 0.467
N 1.61074 0.12903 -0.75362 -0.467 0.012 -0.522 -0.603
C 2.68975 0.72480 0.06700 -0.002 0.048 0.065 -0.593
C 2.56803 0.28012 1.51590 -0.276 -0.124 -0.074 0.537
O 3.45564 0.41419 2.31124 0.120 0.033 0.019 -0.647
O 1.40585 -0.27492 1.80884 0.123 0.114 0.223 -0.866
H 1.93846 -0.68831 -1.26054 0.013 0.022 0.029 0.378
H 1.29808 0.77496 -1.47555 0.287 -0.079 0.141 0.162
H 2.59784 1.80972 0.03908 -0.007 -0.001 0.012 0.275
H 3.67183 0.45561 -0.31478 0.009 0.017 0.003 0.471
N -0.31742 1.67170 0.55756 -0.186 0.297 -0.042 -0.549
C -0.89228 2.56302 0.06143 0.070 -0.342 0.135 0.786
C -1.51158 3.58748 -0.59067 -0.072 0.090 -0.021 -0.012
C -0.86007 4.05090 -1.76338 0.089 0.267 0.091 0.161
N -0.26767 4.39055 -2.69271 -0.092 -0.172 -0.109 -0.526
C -2.79476 4.04392 -0.18614 0.229 0.044 -0.053 0.146
N -3.84777 4.39293 0.11997 -0.148 -0.040 0.019 -0.504

Entry 5:
46
Properties=species:S:1:pos:R:3:forces:R:3:mulliken_charge:R:1 method="wB97M-V/def2-TZVPD" e_tot_ha=-2100.50071 multiplicity=1 homo_ev=-8.36
O 1.22501 1.31460 1.79971 -0.080 -0.040 -0.080 -0.750
C 1.19783 0.20468 1.29343 0.067 0.485 0.319 0.687
N 2.23538 -0.68799 1.27809 -0.033 0.131 0.220 0.316
C 1.86818 -1.85685 0.62262 -0.604 -0.491 -0.385 0.167
C 2.59865 -3.00468 0.39067 0.081 0.116 0.082 -0.445
C 1.97563 -4.04618 -0.28691 -0.055 -0.007 -0.023 -0.790
C 0.66187 -3.94742 -0.71967 -0.019 -0.163 -0.074 -0.717
C -0.07850 -2.79903 -0.48318 0.205 0.222 0.171 -0.455
C 0.52948 -1.75489 0.19101 0.292 -0.543 -0.161 0.378
C 0.05763 -0.45484 0.60131 -0.625 0.513 -0.017 -0.064
N -1.12316 0.02280 0.40668 0.446 -0.551 -0.084 -0.393
N -1.44076 1.23322 0.83720 0.707 0.069 0.262 0.101
C -2.70416 1.73590 0.63970 -0.604 0.225 -0.093 0.242
N -3.51930 0.88459 -0.01501 0.932 -0.579 0.042 0.019
C -4.84427 0.98161 -0.40882 -0.560 0.082 -0.149 0.433
C -5.67684 2.07458 -0.18309 0.029 0.007 0.014 -0.329
C -6.98807 2.05481 -0.62439 -0.117 -0.108 -0.089 -0.863
C -7.50028 0.95815 -1.29541 -0.002 0.058 0.025 -0.397
C -6.69063 -0.14179 -1.53172 0.205 -0.035 0.052 -0.599
C -5.38787 -0.11409 -1.08921 -0.039 0.155 0.058 0.629
F -4.58584 -1.18807 -1.31517 -0.019 0.144 0.059 -0.293
H -7.05478 -1.01391 -2.05096 0.002 -0.106 -0.048 0.414
H -8.52365 0.95275 -1.63558 -0.100 -0.008 -0.036 0.373
H -7.61536 2.91267 -0.43849 -0.052 0.084 0.021 0.394
H -5.29176 2.93442 0.33754 0.009 -0.036 -0.015 0.238
H -3.05408 0.00876 -0.25657 -0.214 0.204 0.024 0.262
S -3.02601 3.24605 1.21182 0.084 0.242 0.133 -0.448
H -1.10212 -2.71271 -0.81080 -0.131 0.004 -0.046 0.599
H 0.21099 -4.77562 -1.24405 -0.035 -0.075 -0.047 0.396
H 2.53174 -4.95160 -0.47827 0.040 -0.073 -0.016 0.393
H 3.62049 -3.10649 0.72307 0.100 0.011 0.027 0.410
C 3.53963 -0.36394 1.81233 0.114 0.213 0.009 -1.665
C 4.34780 0.43378 0.81780 0.051 0.052 0.069 0.769
C 4.73880 -0.13598 -0.38844 0.029 0.081 0.075 0.004
C 5.45274 0.59715 -1.31790 0.023 0.037 -0.044 -0.904
C 5.77808 1.91508 -1.03834 -0.130 -0.087 0.191 0.394
C 5.38830 2.50285 0.15396 0.088 0.025 -0.134 -0.712
C 4.67116 1.75919 1.07389 -0.006 -0.165 -0.014 -0.293
H 4.35403 2.21869 1.99764 -0.059 0.048 0.103 0.361
H 5.63936 3.53181 0.35731 0.033 0.094 -0.013 0.412
Cl 6.67721 2.83446 -2.19299 0.098 0.106 -0.130 -0.216
H 5.75513 0.15187 -2.25263 0.045 -0.011 -0.088 0.417
H 4.48002 -1.16058 -0.61078 -0.015 -0.117 -0.039 0.342
H 4.04912 -1.29364 2.07643 -0.099 0.074 0.046 0.441
H 3.38147 0.22984 2.71726 0.068 -0.151 -0.068 0.466
H -0.75828 1.81601 1.32891 -0.150 -0.134 -0.108 0.276